[1]
7
Properties=species:S:1:pos:R:3:forces:R:3 method="wB97M-V/def2-TZVPD" mol_weight_g_mol=148.58 smiles="O[P@@](=S)(S)Cl" largest_force_ev_per_a=4.5 e_lumo_ha=-0.0181 relative_energy_kcal_mol=36.4
O -1.3118 0.9782 -0.8902 1.00 -3.24 2.97
P -0.3306 -0.3927 0.3096 -0.74 1.47 -3.54
S -0.2111 -2.2466 -0.2357 -0.47 1.27 0.27
S 1.5097 0.5485 0.5325 1.33 -1.13 -1.07
Cl -1.2975 0.0939 1.9468 -0.39 0.12 0.43
H -0.6600 1.4278 -1.4175 0.84 0.10 -0.31
H 2.3014 -0.4091 -0.2455 -1.58 1.42 1.26


[2]
7
Properties=species:S:1:pos:R:3:forces:R:3 method="wB97M-V/def2-TZVPD" mol_weight_g_mol=98.56 largest_force_ev_per_a=0.8 e_lumo_ha="-0.0403 / -0.0255" relative_energy_kcal_mol=43.3
N -1.4760 0.6994 -0.3993 0.19 -0.70 0.25
N 0.7926 -1.7469 0.6115 -0.10 -0.35 0.65
S 0.6492 -0.3048 0.9867 -0.29 0.52 -0.60
Cl 1.9039 0.9326 -0.1847 -0.04 -0.02 0.07
H -0.9471 1.2526 -1.0729 0.16 0.21 0.09
H 0.8041 -2.1664 -0.3002 0.04 0.09 -0.46
H -1.7267 1.3335 0.3589 0.03 0.23 0.00


[3]
8
Properties=species:S:1:pos:R:3:forces:R:3 method="wB97M-V/def2-TZVPD" mol_weight_g_mol=115.46 smiles="N=P(O)(O)Cl" largest_force_ev_per_a=6.1 e_lumo_ha=0.0048 relative_energy_kcal_mol=9.8
N 0.6825 1.4816 -0.6175 -0.80 -2.30 -1.05
P 0.1416 0.0854 -0.1455 -2.29 4.41 3.55
O 0.3635 -1.2469 -0.7801 1.14 -1.91 -2.69
O 0.4078 -0.2530 1.4310 -0.22 0.77 -1.37
Cl -2.1708 0.0723 0.0793 1.95 -0.01 -0.37
H 0.5067 1.5961 -1.6498 0.29 0.09 1.30
H 0.2494 -2.0425 -0.2842 -0.31 -0.86 0.67
H -0.1807 0.3069 1.9668 0.26 -0.17 -0.03


[4]
8
Properties=species:S:1:pos:R:3:forces:R:3 method="wB97M-V/def2-TZVPD" mol_weight_g_mol=115.46 largest_force_ev_per_a=2.5 e_lumo_ha=0.0013 relative_energy_kcal_mol=24.1
N -1.0407 0.2160 0.9811 0.53 -1.11 -1.21
O -0.7854 -1.9423 -0.8929 0.22 0.30 1.08
O -0.5337 0.3764 -1.5545 0.45 2.36 0.04
P -0.7263 -0.5921 -0.3226 -1.01 0.93 0.06
Cl 2.4804 0.2602 0.1113 0.13 -0.22 -0.66
H -1.2492 -0.3202 1.8219 0.09 -0.03 -0.27
H 2.2984 0.6164 1.3067 -0.15 0.19 0.63
H -0.4435 1.3856 -1.4510 -0.27 -2.42 0.32


[5]
7
Properties=species:S:1:pos:R:3:forces:R:3 method="wB97M-V/def2-TZVPD" mol_weight_g_mol=115.52 multiplicity=3 largest_force_ev_per_a=3.2 e_lumo_ha="0.0042 / -0.0919" relative_energy_kcal_mol=18.5
N 1.2784 0.9356 -0.1810 0.01 2.19 0.28
P 2.5403 0.0192 0.0581 -0.57 -2.99 -0.82
S -1.5909 -0.1657 -0.0448 0.26 -0.31 -0.08
Cl -3.5140 0.1029 0.4688 -0.59 0.20 0.15
H 1.2271 1.9022 0.1672 -0.68 -0.60 -0.25
H 1.7707 -1.2886 -0.3800 1.32 1.40 0.76
H -1.7116 -1.5056 -0.0883 0.25 0.11 -0.05


[6]
68
Properties=species:S:1:pos:R:3:forces:R:3 method="wB97M-V/def2-TZVPD" charge=+1 mol_weight_g_mol=497.17 largest_force_ev_per_a=1.7 e_lumo_ha=-0.1369
Zn 0.1953 2.2317 1.5964 0.32 -1.65 -0.40
Cl -0.0266 0.2596 0.2584 -0.01 0.49 0.25
O -2.9254 -2.4267 -3.4105 -0.73 -0.49 -0.08
H -2.2242 -1.8887 -3.0428 0.29 0.28 0.04
H -2.7517 -2.4370 -4.3517 0.00 -0.16 -0.16
O 2.8997 -3.9339 1.7269 0.04 -0.32 0.41
H 2.4594 -4.2962 0.9580 -0.15 -0.14 -0.24
H 3.0870 -3.0255 1.4904 0.01 0.17 -0.24
O 0.5988 3.8361 2.8715 -0.05 0.54 0.16
H 0.3022 4.7016 2.5903 -0.20 0.32 -0.08
H 1.0534 3.9952 3.6987 0.23 -0.16 0.31
O -0.6127 -2.2406 2.3952 -0.26 0.23 0.14
H -0.6921 -1.6494 1.6466 -0.08 0.19 -0.55
H 0.2196 -2.0013 2.8029 0.49 -0.24 0.30
O 2.1461 0.6170 -3.1907 0.32 -0.27 0.08
H 1.3895 1.0240 -3.6129 -0.67 0.11 -0.53
H 2.2504 -0.2210 -3.6413 -0.04 -0.28 -0.17
O 0.8630 1.1118 3.2437 -0.30 1.50 0.20
H 1.0461 1.4061 4.1359 -0.08 0.15 0.24
H 1.0167 0.1673 3.2662 0.44 -1.41 -0.19
O 2.2095 2.3772 0.9707 0.06 0.23 1.35
H 2.8744 2.4628 1.6540 0.06 -0.03 0.40
H 2.7029 2.4045 0.1509 0.00 -0.11 -1.65
O -0.2741 1.3551 -4.4931 0.35 -0.02 -0.03
H -0.5212 2.1256 -3.9818 -0.19 0.51 0.44
H -0.3373 1.6413 -5.4043 -0.03 -0.15 -0.43
O -2.9189 -3.0015 3.6251 -0.87 -0.07 0.13
H -2.8099 -2.6365 4.5032 -0.04 -0.02 0.22
H -2.1954 -2.6309 3.1197 0.66 0.07 -0.18
O -0.3254 3.8602 -2.7881 -0.13 -0.38 0.24
H -0.9845 4.3513 -3.2786 -0.40 0.24 -0.12
H 0.5001 4.3023 -2.9864 0.45 0.10 -0.06
O 1.9626 -1.2708 3.3274 -0.76 0.25 0.79
H 2.4563 -1.1235 2.5206 0.69 -0.21 -0.81
H 2.6182 -1.2182 4.0229 0.13 -0.28 0.35
O 4.4751 -1.3212 -1.9689 0.03 -0.06 0.36
H 3.6787 -0.9228 -2.3199 -0.24 0.05 0.00
H 5.1199 -0.6138 -1.9743 0.32 0.11 -0.17
O 3.1786 -1.2082 0.9498 0.10 0.27 0.32
H 3.9571 -0.8861 0.4955 0.39 -0.18 -0.28
H 2.4609 -0.6802 0.6000 -0.69 0.19 -0.50
O -0.7220 -4.8552 1.3552 -0.10 -0.61 -0.43
H 0.0276 -4.9983 1.9330 0.15 0.00 0.17
H -1.0374 -3.9807 1.5835 0.05 0.27 0.07
O -0.3000 3.6000 0.1743 -0.21 0.58 0.20
H -0.5866 3.4104 -0.7191 -0.12 -0.38 -0.76
H -0.0163 4.5138 0.1465 0.20 0.24 -0.02
O -3.6553 0.5926 -2.1887 -0.48 0.65 -0.17
H -3.7199 0.4660 -1.2421 0.11 -0.01 -0.03
H -2.7691 0.3060 -2.4092 0.31 -0.50 -0.20
O -1.1245 -0.6069 -2.7588 0.13 0.21 0.23
H -0.8170 0.0064 -3.4263 0.05 0.10 -0.59
H -0.7144 -0.3051 -1.9483 0.30 -0.16 0.64
O -3.0710 -1.9612 0.5368 0.05 0.03 -0.25
H -2.7554 -1.0601 0.6052 0.24 0.29 -0.06
H -3.6270 -2.0798 1.3069 -0.20 -0.30 0.42
O -1.7622 2.2028 2.2844 0.00 0.46 0.20
H -2.3578 1.8183 1.6412 -0.35 -0.86 -0.55
H -2.3169 2.3944 3.0407 0.18 0.10 0.46
O 3.0774 2.3624 -1.5552 0.50 1.08 1.07
H 2.6475 1.7279 -2.1287 -0.27 -0.84 -0.43
H 4.0131 2.2131 -1.6909 0.27 0.11 -0.18
O -3.7000 1.1254 0.5820 0.41 0.22 0.46
H -4.5040 0.6096 0.6433 -0.38 -0.40 0.19
H -3.9866 2.0313 0.6978 -0.43 0.38 -0.37
O -1.1108 -3.9091 -1.6905 0.40 0.07 -0.04
H -1.2432 -4.6588 -1.1102 0.12 -0.17 0.41
H -1.9904 -3.5619 -1.8386 -0.37 0.06 -0.28


[7]
71
Properties=species:S:1:pos:R:3:forces:R:3 method="wB97M-V/def2-TZVPD" charge=+1 mol_weight_g_mol=508.49 multiplicity=3 largest_force_ev_per_a=1.5 e_lumo_ha="-0.1372 / -0.1393" relative_energy_kcal_mol=38.4
Ni -0.9365 -2.3556 -0.9118 0.92 0.16 0.75
Cl 0.0245 -0.4509 0.3159 -0.37 -0.84 -0.54
O 1.8524 3.8753 -2.6704 0.39 -0.02 -0.27
H 1.6699 3.5033 -1.8075 -0.20 0.08 0.42
H 1.1780 3.5041 -3.2392 -0.22 -0.04 -0.11
O 4.0432 1.8144 0.6855 -0.13 0.30 0.71
H 3.5863 1.1311 0.1950 0.17 0.04 -0.21
H 4.3050 2.4522 0.0215 0.17 0.03 -0.26
O -0.4639 -3.6837 0.7783 -0.33 0.26 -0.08
H -0.1864 -3.1408 1.5162 -0.01 0.56 0.41
H -0.0750 -4.5410 0.9514 0.20 -0.32 -0.20
O 2.0468 0.5240 4.2403 -0.35 0.18 0.26
H 2.7554 0.8972 4.7646 0.14 0.18 0.17
H 2.4885 0.1158 3.4957 0.33 -0.36 -0.30
O -1.3762 -4.3629 -1.6996 -0.58 -0.01 0.26
H -1.3262 -4.9413 -2.4607 0.02 0.08 -0.46
H -1.4549 -4.9559 -0.9523 -0.17 -0.17 0.32
O -2.7738 1.6514 1.0102 0.77 -0.42 0.00
H -2.2197 1.9242 1.7414 0.12 0.29 0.61
H -2.1723 1.5724 0.2698 0.17 -0.06 -0.38
O -5.2399 2.0410 0.7865 -1.44 -0.09 -0.38
H -4.3070 1.8375 0.8534 0.60 0.07 0.21
H -5.2805 2.7864 0.1874 -0.21 0.25 0.09
O -2.9231 -1.8597 -0.4342 0.39 -0.41 -1.18
H -3.7213 -2.3261 -0.6822 -0.15 -0.41 -0.05
H -3.2140 -1.2086 0.2043 0.35 0.43 1.26
O 1.4377 -0.8128 -3.8076 0.10 -0.50 0.22
H 0.9978 -1.5109 -4.2927 0.32 -0.09 -0.57
H 0.8126 -0.0879 -3.8103 -0.30 0.89 0.04
O -1.9040 3.4546 3.5731 -0.11 0.30 -0.28
H -2.5136 3.5475 4.3052 -0.22 0.16 0.13
H -1.5499 2.5702 3.6664 0.37 -0.54 0.09
O 1.5651 4.1557 0.3989 -0.31 -0.07 -0.28
H 1.2078 4.1437 1.2868 -0.06 0.01 0.31
H 2.5142 4.1385 0.5219 0.28 -0.07 0.07
O 3.2171 -3.9178 -0.8378 -0.18 -0.06 0.04
H 3.4534 -4.8310 -1.0000 0.06 -0.32 -0.13
H 3.8805 -3.6038 -0.2233 0.32 0.35 0.08
O -1.2982 -1.6474 -2.7687 -0.47 0.02 -0.28
H -0.7922 -1.5808 -3.5785 0.40 0.28 0.07
H -2.2109 -1.6644 -3.0568 -0.48 0.14 0.08
O -3.1011 2.2093 -1.8110 0.37 -0.22 -0.30
H -3.6213 1.4138 -1.9242 -0.27 -0.21 0.05
H -3.7482 2.9034 -1.6859 -0.33 0.20 -0.03
O -0.5572 0.9673 3.3720 -0.84 0.12 -0.04
H 0.2925 1.2165 3.7353 0.73 -0.05 0.34
H -0.3471 0.3472 2.6737 0.01 -0.17 -0.42
O 5.5530 -0.4624 -0.8722 0.55 -0.48 0.12
H 4.6615 -0.2020 -1.1039 -0.34 0.24 0.16
H 5.9573 -0.7025 -1.7060 0.28 -0.02 -0.16
O -1.1941 4.2611 -1.1333 -0.03 0.07 -0.32
H -0.7798 3.9618 -0.3239 0.33 0.08 0.23
H -2.0586 3.8503 -1.1266 0.03 -0.05 0.11
O -0.8573 1.5380 -3.8531 0.38 -0.62 -0.22
H -1.2300 1.9345 -4.6405 -0.02 0.18 -0.25
H -1.3599 1.9176 -3.1323 -0.25 0.30 0.54
O -3.1543 -1.3502 2.2810 -0.67 0.16 -1.05
H -3.3634 -0.4459 2.5147 -0.12 0.33 0.11
H -2.4242 -1.5836 2.8543 0.36 -0.21 0.53
O 2.9729 0.2088 -1.3344 0.00 0.02 -0.11
H 2.9061 -0.3199 -2.1295 -0.22 -0.11 -0.50
H 2.1357 0.0791 -0.8888 -0.71 -0.07 0.17
O 0.8861 -2.9687 -1.7016 -0.75 0.29 -0.47
H 1.7371 -3.2485 -1.3643 0.97 -0.19 0.82
H 0.9676 -3.0458 -2.6522 -0.01 0.16 -0.14
O 2.9293 -1.1425 2.0709 -0.03 -0.08 0.27
H 2.3749 -0.6671 1.4521 -0.33 0.17 -0.35
H 3.1923 -1.9328 1.5992 0.21 -0.06 0.01
O -1.5584 -2.0786 4.2535 0.28 -0.21 -0.07
H -0.6347 -1.8715 4.3950 0.34 0.40 0.17
H -1.6732 -2.9441 4.6460 -0.23 -0.26 0.18


[8]
9
Properties=species:S:1:pos:R:3:forces:R:3 method="wB97M-V/def2-TZVPD" mol_weight_g_mol=114.47 largest_force_ev_per_a=5.8 e_lumo_ha=-0.0048 relative_energy_kcal_mol=112.8
N -0.4090 0.8615 1.0265 2.51 -0.03 3.00
N 0.8431 -0.5672 -0.7708 0.34 -2.51 -5.21
O -1.6488 -0.9798 -0.2771 1.91 0.48 1.53
P -0.6143 0.3189 -0.5535 -1.66 0.25 0.18
Cl 2.3258 0.2927 -0.7076 -0.13 0.37 0.13
H -0.0982 1.8357 1.0466 -0.50 -0.18 -0.21
H 0.2514 0.4261 1.8362 -2.04 0.57 -2.81
H 0.7146 -0.8891 -2.2382 0.36 0.93 5.05
H -1.3645 -1.2988 0.6380 -0.81 0.12 -1.65


[9]
7
Properties=species:S:1:pos:R:3:forces:R:3 method="wB97M-V/def2-TZVPD" mol_weight_g_mol=81.58 smiles=N[SiH2]Cl largest_force_ev_per_a=3.2 e_lumo_ha=0.0213 relative_energy_kcal_mol=16.7
N 0.7788 0.8229 0.0924 0.17 1.99 -2.54
Si -0.2828 -0.5115 0.1495 -1.93 -0.68 0.81
Cl -2.3727 0.3544 -0.1927 2.22 -0.68 0.78
H 0.5108 1.6317 -0.5565 -0.01 -1.55 1.35
H 1.7490 0.6724 -0.2013 -0.25 -0.37 0.64
H 0.1674 -1.2718 1.4079 -0.70 0.82 -0.42
H -0.5506 -1.6981 -0.6992 0.50 0.48 -0.61


[10]
7
Properties=species:S:1:pos:R:3:forces:R:3 method="wB97M-V/def2-TZVPD" mol_weight_g_mol=81.58 smiles="N=[SiH2].Cl" largest_force_ev_per_a=4.2 e_lumo_ha=-0.0053 relative_energy_kcal_mol=81.3
N 0.6140 -0.3080 -0.8910 1.06 1.33 1.74
Si 1.5615 0.3785 0.2636 -3.99 -0.08 -1.44
H 0.8522 -0.9887 -1.5941 0.34 -0.07 0.09
H 2.8446 0.0986 0.6944 2.08 -0.47 0.44
H 0.8982 1.3960 1.2087 0.44 -0.72 -0.83
Cl -3.7562 -0.1230 0.5961 -2.22 0.97 2.59
H -3.0143 -0.4533 -0.2777 2.29 -0.96 -2.59